53
Properties=species:S:1:pos:R:3:forces:R:3 method="wB97M-V/def2-TZVPD" lumo_energy_ev=-9.08 orbital_gap_ev=3.969 charge=+2 spin_multiplicity=1
C 5.1341 -1.1352 -0.5344 -0.6760 0.4348 -0.0266
C 3.8892 -1.4280 -1.5298 0.0585 0.7384 0.9589
I 4.1486 -3.3289 -2.6246 0.0042 1.0125 0.3937
C 3.6097 -0.1792 -2.5429 0.1963 0.2483 1.7066
C 3.0291 0.9974 -1.6015 -1.4966 2.7709 1.8514
C 3.9806 1.9756 -0.8202 -3.2010 0.8030 0.8008
C 3.4393 3.1151 0.1233 -2.5776 -2.1991 -1.5482
C 1.9225 3.3179 0.3394 0.8114 -2.6080 -2.5321
C 0.9519 2.3615 -0.4096 1.5427 -0.3479 -0.3943
C 1.5005 1.2295 -1.3626 1.4674 0.9378 1.1894
C 0.3974 0.2817 -2.0609 -0.0686 -0.3724 -1.6309
O 0.4472 -0.0729 -3.2600 -0.1476 1.3548 4.4686
C -0.8150 -0.1399 -1.0817 -0.9982 -0.3497 1.3449
C -1.3421 -1.5914 -1.0967 -1.8278 2.3510 2.5229
C -0.8139 -2.7782 -2.0277 -0.0747 -0.8114 0.9782
N 0.6673 -2.7964 -2.2162 -1.0141 0.2044 -0.3907
C -2.4952 -1.9198 -0.0712 1.5729 3.8936 -0.1045
C -3.0567 -0.8062 0.8812 1.3622 0.6538 -1.3065
C -4.2377 -1.0990 1.9559 0.4132 0.2447 -0.4276
C -4.9711 -2.4925 1.6949 0.1733 -2.7355 0.8527
O -4.5953 -3.5648 2.2064 -1.0489 4.1528 -1.9858
O -6.1292 -2.4601 0.8300 2.7829 0.3485 0.5703
C -2.5117 0.6679 0.8865 0.9548 -1.9501 -2.9397
C -3.0408 1.8049 1.8721 2.8599 -1.4315 1.5786
C -1.7161 2.1075 2.9516 -1.0549 -3.9486 1.4808
C -0.6500 0.8056 3.1017 0.2381 3.3383 0.2591
O -1.7198 1.3081 4.2174 0.4494 4.6571 -3.6207
C -1.3625 0.9896 -0.1247 -0.7288 -1.9252 -0.1940
C -0.6406 2.4345 -0.2356 1.2302 -2.0180 -0.5365
O -1.3037 3.5470 -0.2148 0.6139 -1.3647 0.9605
H 5.9484 -0.5099 -1.0610 -1.1439 -1.2672 0.7929
H 5.5584 -2.0839 -0.0533 -0.5946 1.4086 -0.9433
H 4.7007 -0.4937 0.3208 0.7763 -0.8979 -1.2200
H 2.9689 -1.6070 -0.8594 1.3091 0.2214 -1.3453
H 2.8857 -0.4807 -3.3687 1.0377 0.6586 1.2085
H 4.6227 0.2067 -2.9295 -1.6536 -0.7441 0.3026
H 5.1246 1.8880 -0.8858 -2.0612 0.0351 -0.0655
H 4.1527 3.8036 0.6780 -0.9716 -1.1582 -0.9220
H 1.4488 4.1137 1.0162 1.1630 -1.2754 -1.1040
H -1.3885 -2.7869 -3.0133 0.8621 0.2446 1.3124
H -1.0787 -3.7630 -1.4769 -0.0868 1.6979 -0.8244
H 0.8915 -2.9720 -3.2101 0.0302 0.0489 1.0959
H 1.1264 -3.4790 -1.5996 -0.4138 0.3293 -0.7188
H -2.8996 -2.9887 -0.0300 0.6021 1.7895 0.0979
H -4.9822 -0.2215 1.8985 0.9683 -1.5869 0.0036
H -3.7592 -1.1040 3.0037 -0.7880 -0.2274 -1.5931
H -5.9004 -3.0319 0.0590 -0.5123 0.1708 0.8850
H -3.2224 2.7965 1.3420 -0.2887 -1.2260 0.4797
H -3.8751 1.4798 2.5772 0.9072 0.6500 -1.3487
H -1.2446 3.2167 2.9505 -0.8849 -2.6260 0.3035
H 0.2011 1.5909 2.8715 -0.5039 -0.2779 1.4110
H -0.0976 0.4377 4.0231 -0.3919 -1.4877 -1.5058
Ca -2.8978 4.8371 0.5016 0.8228 -0.5625 -0.5813